1.
Here is a molecular structure, C47H34F13GaINO16P from the Open Molecules 2025 dataset. Energies are from the ωB97M-V functional and the def2-TZVPD basis.

## Properties
HOMO energy: -4.33 eV
LUMO: -0.44 eV
Charge: -1
Energy: -6932.023217 hartree
HOMO-LUMO gap: 3.89 eV

```
114
Properties=species:S:1:pos:R:3:forces:R:3
N -1.676 2.069 1.445 -0.5429 0.2107 -0.3131
P -1.864 0.579 0.620 0.7040 -0.3720 0.4213
O -3.500 0.730 0.250 -0.1594 -0.1696 -0.1154
Ga -0.801 0.572 -1.518 -0.5417 -0.0441 0.0724
C -0.675 -1.375 -1.958 0.4115 0.0810 -0.1493
C 0.726 -1.950 -2.264 -0.1519 -0.3374 -0.1456
C 0.683 -2.717 -3.570 -0.4095 0.0471 0.0114
I 2.569 -3.600 -4.078 0.0509 0.0182 -0.0558
C -1.971 1.434 -3.011 0.3973 -0.1905 -0.2739
O -1.963 1.006 -4.149 -0.2595 0.0509 0.1291
C -2.974 2.593 -2.786 0.1901 0.2588 0.5410
F -2.792 3.103 -1.529 -0.2305 -0.0847 -0.3450
F -4.251 2.121 -2.868 0.3001 0.0140 -0.0141
C -2.854 3.809 -3.736 -0.4972 0.2294 -0.0723
F -3.939 4.602 -3.499 0.3302 -0.0961 0.0530
F -1.747 4.509 -3.411 -0.1542 -0.1515 -0.1316
C -2.823 3.572 -5.281 0.2688 0.1743 -0.0182
F -3.104 4.790 -5.851 0.1522 -0.1797 0.0752
F -1.588 3.229 -5.667 -0.2036 0.0753 0.0889
C -3.849 2.600 -5.893 0.2801 -0.1407 0.1265
O -3.563 1.724 -6.648 -0.1255 0.1114 -0.1348
O -5.086 2.950 -5.531 -0.2179 0.0534 -0.3034
C 1.026 1.540 -1.359 -0.3997 0.2799 0.1813
F 0.886 2.597 -0.461 0.0925 -0.3020 -0.1559
F 2.010 0.725 -0.813 -0.0257 0.1682 -0.1011
C 1.612 2.212 -2.599 0.6073 0.2977 0.2132
F 0.667 3.010 -3.155 0.2288 -0.1654 0.1364
F 2.682 3.004 -2.256 -0.3240 -0.1354 -0.1100
C 2.154 1.292 -3.710 -0.0964 0.3483 -0.2711
F 2.605 2.065 -4.709 -0.0081 -0.1062 -0.0466
F 1.202 0.502 -4.194 -0.0651 -0.1078 0.0390
F 3.174 0.544 -3.290 0.0236 -0.0956 0.0929
H -1.891 2.883 0.879 0.1698 0.0227 -0.0607
H -0.744 2.171 1.824 -0.0447 -0.0246 0.2305
H -3.740 -0.111 -0.162 -0.1759 0.1386 0.0559
H -1.061 -1.902 -1.089 -0.1557 -0.0139 -0.1226
H -1.342 -1.605 -2.793 -0.1045 0.1229 -0.0361
H 1.506 -1.195 -2.336 0.0678 -0.0153 0.1314
H 1.006 -2.665 -1.486 0.1483 0.1612 0.1036
H 0.385 -2.084 -4.403 0.2040 0.0329 -0.0541
H -0.028 -3.539 -3.511 0.1042 -0.0830 0.0138
H -5.689 2.475 -6.124 -0.0137 -0.0959 0.2374
C -2.654 1.481 4.846 -0.0093 -0.0266 -0.0011
C -3.353 0.777 5.738 0.1100 0.2394 -0.0635
C -2.781 0.403 7.049 0.1036 -0.0004 0.0260
O -3.411 -0.244 7.862 -0.0313 0.0181 -0.0185
C -1.393 0.847 7.339 0.0017 -0.0307 0.0395
C -0.692 1.548 6.455 0.0129 -0.0196 -0.0179
C -1.266 1.923 5.134 0.1721 0.1422 -0.0538
O -0.617 2.578 4.343 -0.1263 -0.1594 0.2692
H -3.039 1.756 3.873 0.0277 -0.0398 -0.0865
H -4.361 0.446 5.542 -0.0120 -0.0301 0.0282
H -0.992 0.560 8.302 -0.0174 -0.0200 0.0121
H 0.322 1.876 6.646 0.0117 -0.0009 -0.0426
C -1.143 -3.407 2.881 -0.0253 0.0092 0.0133
C -0.660 -3.032 4.060 -0.0061 -0.0134 -0.0017
C 0.520 -2.135 4.158 -0.0101 0.0215 -0.0017
O 0.960 -1.803 5.241 -0.0078 0.0273 0.0584
C 1.135 -1.667 2.896 0.0426 -0.0143 -0.0086
C 0.651 -2.039 1.715 -0.0021 0.0167 0.0235
C -0.524 -2.943 1.615 0.0458 0.2607 -0.0974
O -0.956 -3.282 0.536 -0.0383 -0.3766 0.1947
H -2.000 -4.061 2.781 -0.0089 0.0095 -0.0295
H -1.093 -3.355 4.999 0.0134 0.0324 0.0107
H 1.991 -1.011 2.994 -0.0089 0.0038 0.0125
H 1.082 -1.708 0.778 -0.0259 0.0031 -0.0056
C 6.194 0.649 -1.299 0.0092 0.0066 -0.0266
C 5.374 -0.244 -0.750 -0.0457 0.0343 -0.0524
C 5.879 -1.277 0.191 -0.0101 0.0276 -0.0073
O 5.140 -2.091 0.698 -0.0277 -0.0145 0.0283
C 7.336 -1.276 0.495 -0.0067 0.0192 -0.0237
C 8.150 -0.383 -0.058 0.0416 -0.0398 0.0224
C 7.644 0.650 -0.995 -0.0164 -0.0004 0.0023
O 8.402 1.465 -1.483 0.0242 0.0414 0.0272
H 5.845 1.410 -1.986 -0.0024 0.0018 0.0042
H 4.313 -0.252 -0.965 -0.0108 -0.0463 0.0481
H 7.682 -2.034 1.186 -0.0192 -0.0079 0.0034
H 9.214 -0.361 0.143 -0.0040 -0.0223 0.0308
C -7.308 -1.063 1.843 0.0638 0.1243 0.0266
C -6.192 -0.607 2.405 -0.0261 -0.0816 -0.0058
C -5.329 -1.496 3.227 0.0974 0.0981 -0.1623
O -4.291 -1.085 3.697 -0.1295 -0.2198 0.0173
C -5.772 -2.902 3.417 -0.0025 0.0001 -0.0327
C -6.889 -3.353 2.853 0.0150 0.0142 0.0406
C -7.734 -2.468 2.013 -0.0483 -0.0134 -0.0784
O -8.728 -2.887 1.450 -0.0064 -0.0814 0.1676
H -7.942 -0.442 1.223 -0.0144 -0.0161 0.0031
H -5.840 0.406 2.276 0.0809 0.0778 -0.0384
H -5.126 -3.530 4.018 0.0041 0.0210 0.0135
H -7.225 -4.377 2.957 -0.0218 0.0081 -0.0041
C -6.404 -2.136 -3.697 -0.0135 0.0033 -0.0016
C -7.499 -1.571 -4.198 0.0004 -0.0115 0.0156
C -8.758 -1.491 -3.413 0.0337 0.0149 -0.0308
O -9.754 -0.976 -3.878 -0.0077 -0.0099 0.0101
C -8.752 -2.064 -2.044 -0.0141 0.0152 0.0173
C -7.659 -2.632 -1.542 0.0753 0.0383 -0.2063
C -6.401 -2.712 -2.327 0.0070 0.0488 -0.0257
O -5.407 -3.226 -1.863 0.0250 -0.0238 0.0344
H -5.473 -2.202 -4.247 0.0071 0.0069 0.0283
H -7.530 -1.144 -5.193 -0.0172 0.0075 0.0135
H -9.676 -1.994 -1.484 -0.0073 0.0036 -0.0083
H -7.630 -3.060 -0.554 -0.0274 -0.0719 0.0363
C 12.170 2.697 0.495 0.0146 -0.0050 0.0100
C 11.363 1.805 1.061 -0.0459 0.0214 -0.0120
C 11.881 0.785 2.006 0.0089 0.0128 -0.0172
O 11.146 -0.034 2.515 -0.0130 -0.0373 -0.0088
C 13.337 0.800 2.302 0.0150 0.0133 0.0049
C 14.144 1.693 1.738 -0.0164 -0.0171 0.0067
C 13.625 2.713 0.790 -0.0279 -0.0181 0.0039
O 14.365 3.525 0.280 0.0248 0.0201 -0.0069
H 11.813 3.445 -0.201 0.0111 0.0005 -0.0079
H 10.299 1.775 0.861 0.0041 0.0080 -0.0297
H 13.691 0.047 2.994 -0.0219 -0.0090 0.0038
H 15.208 1.725 1.936 0.0053 0.0206 -0.0167
```
Positions in Å, forces in eV/Å.



2.
Here is a molecular structure, C47H35Cl3N4O9PS3Tl from the Open Molecules 2025 dataset. Energies are from the ωB97M-V functional and the def2-TZVPD basis.

## Properties
HOMO energy: -3.14 eV
LUMO: 2.77 eV
Charge: -2
Energy: -5797.251225 hartree
HOMO-LUMO gap: 5.91 eV

```
103
Properties=species:S:1:pos:R:3:forces:R:3
Tl 0.903 -1.226 2.691 -0.0757 -0.1385 0.0555
O 0.987 -3.075 6.970 -0.0010 -0.0100 0.0021
Cl 1.733 -2.380 5.954 -0.0479 -0.0519 0.0865
O 3.019 -1.989 6.459 0.0346 0.0003 0.0230
O 1.890 -3.223 4.788 0.0145 -0.0131 -0.0431
O 0.990 -1.188 5.553 -0.0121 0.0697 -0.0759
S -2.627 6.441 3.931 0.0075 -0.0389 -0.0158
N -2.837 5.022 4.685 -0.0138 0.0249 0.0200
C -2.052 4.148 4.083 0.0379 0.0455 -0.0558
C -1.920 2.747 4.429 0.0197 -0.0725 -0.0171
C -2.634 2.150 5.470 -0.0255 0.0476 -0.0075
C -2.456 0.810 5.714 -0.0097 -0.0053 -0.0034
C -1.575 0.092 4.903 -0.0263 -0.0305 -0.0240
N -0.892 0.648 3.918 0.1028 0.1121 0.0047
C -1.041 1.955 3.680 -0.1109 -0.0121 0.0592
C -0.248 2.544 2.579 0.0008 0.0675 -0.0713
N 0.588 1.733 1.925 -0.0264 -0.0890 0.0122
C 1.320 2.221 0.939 -0.0273 0.0227 0.0094
C 1.250 3.554 0.526 -0.0232 0.0193 -0.0174
C 0.388 4.398 1.185 -0.0011 0.0442 0.0128
C -0.379 3.897 2.238 0.0399 -0.0773 0.0087
C -1.301 4.711 3.006 -0.0544 -0.0028 0.0560
N -1.536 5.996 2.819 -0.0028 0.0240 0.0035
H -3.310 2.755 6.060 -0.0067 -0.0055 -0.0016
H -2.985 0.309 6.513 0.0093 -0.0138 -0.0009
H -1.413 -0.969 5.044 -0.0076 0.0134 0.0149
H 2.000 1.531 0.450 0.0388 0.0333 -0.0559
H 1.867 3.896 -0.294 0.0328 -0.0168 0.0094
H 0.293 5.442 0.913 -0.0085 -0.0036 -0.0098
S 7.249 -0.043 -1.466 -0.0059 0.0288 -0.0124
P 5.341 0.347 -1.814 -0.0303 0.0377 -0.1703
S 3.998 0.237 -0.355 -0.0735 -0.1450 0.0981
C 4.769 -0.646 -3.253 0.0456 -0.0162 0.0654
C 3.560 -1.327 -3.234 0.0037 0.0200 -0.0618
C 3.143 -2.056 -4.343 -0.0181 -0.0140 -0.0340
C 3.938 -2.103 -5.477 0.0051 0.0005 0.0140
C 5.153 -1.425 -5.502 0.0270 0.0265 0.0002
C 5.568 -0.704 -4.394 -0.0236 -0.0167 0.0042
C 5.172 2.047 -2.508 0.0110 0.0253 0.1174
C 4.008 2.417 -3.178 0.0235 0.0149 -0.0085
C 3.820 3.726 -3.592 -0.0275 -0.0194 -0.0162
C 4.793 4.685 -3.333 0.0109 0.0164 0.0123
C 5.957 4.321 -2.672 -0.0016 -0.0014 -0.0125
C 6.148 3.006 -2.266 -0.0212 -0.0109 -0.0622
H 2.944 -1.280 -2.345 0.0142 0.0125 0.0027
H 2.193 -2.574 -4.308 0.0074 0.0075 0.0260
H 3.616 -2.669 -6.343 -0.0048 -0.0002 0.0006
H 5.778 -1.464 -6.387 0.0048 0.0013 0.0054
H 6.523 -0.191 -4.391 0.0075 -0.0100 -0.0185
H 3.245 1.670 -3.369 -0.0141 0.0057 0.0113
H 2.912 4.003 -4.116 0.0011 -0.0033 0.0015
H 4.641 5.712 -3.646 0.0076 -0.0029 -0.0118
H 6.721 5.064 -2.472 -0.0007 -0.0004 0.0076
H 7.054 2.698 -1.756 -0.0022 0.0104 0.0084
C -6.678 -1.279 0.055 0.0381 0.0201 0.0116
C -5.510 -0.362 0.276 -0.0316 -0.0411 -0.0252
C -5.339 0.791 -0.471 0.0187 0.0219 -0.0178
C -4.224 1.593 -0.280 0.0129 -0.0222 0.0126
Cl -4.025 3.035 -1.245 -0.0150 0.0318 0.0041
C -3.263 1.250 0.647 -0.0355 -0.0010 -0.0014
C -3.422 0.099 1.411 0.0967 0.0147 0.0209
C -4.544 -0.701 1.235 0.0378 0.0296 -0.1003
O -4.785 -1.840 1.920 -0.0516 -0.0966 -0.0143
C -3.808 -2.264 2.871 0.1252 0.0088 -0.0159
C -2.452 -2.697 2.236 -0.1763 -0.0008 -0.0490
O -2.502 -3.575 1.378 0.0502 -0.0485 0.0723
O -1.451 -2.080 2.704 0.1368 -0.0110 0.1182
H -7.267 -0.953 -0.803 -0.0104 0.0032 0.0077
H -7.324 -1.315 0.934 -0.0008 -0.0126 0.0022
H -6.324 -2.297 -0.119 -0.0191 -0.0068 -0.0136
H -6.071 1.060 -1.222 0.0038 -0.0048 -0.0038
H -2.381 1.865 0.766 0.0411 0.0477 0.0187
H -2.636 -0.194 2.095 -0.0144 0.0028 0.0318
H -4.249 -3.138 3.348 -0.0151 0.0297 0.0458
H -3.647 -1.474 3.610 -0.0223 0.0041 0.0054
Cl -2.645 -2.360 -1.229 -0.1914 0.1317 0.0190
C -2.405 -0.970 -2.234 -0.0268 -0.0741 -0.1039
C -3.350 -0.711 -3.218 -0.0026 0.0228 0.0058
C -3.213 0.385 -4.051 0.0079 0.0147 0.0236
C -2.114 1.219 -3.910 -0.0072 -0.0318 -0.0235
C -1.169 0.942 -2.937 -0.0167 0.0111 0.0131
C -1.294 -0.146 -2.077 -0.0028 0.0235 0.0416
C -0.249 -0.258 -0.991 -0.0001 0.0836 -0.0012
H -4.196 -1.379 -3.313 -0.0003 -0.0049 0.0169
H -3.964 0.584 -4.805 0.0068 0.0052 -0.0138
H -1.990 2.078 -4.557 0.0041 0.0079 0.0122
H -0.302 1.584 -2.831 0.0091 0.0013 -0.0087
H 0.676 0.206 -1.346 0.0195 -0.0275 0.0008
H -0.591 0.284 -0.108 0.0064 -0.0052 -0.0093
O 0.458 -2.296 -2.563 0.0207 -0.0072 0.0053
C 0.424 -2.488 -1.373 -0.1411 0.0129 -0.0400
O 0.056 -1.554 -0.483 0.2644 -0.0876 -0.0327
C 0.731 -3.783 -0.707 0.0724 0.0028 0.0217
C 1.688 -3.850 0.296 0.0258 0.0159 0.0246
C 1.957 -5.061 0.913 -0.0060 0.0094 0.0080
C 1.268 -6.201 0.527 0.0148 -0.0043 -0.0067
C 0.320 -6.134 -0.486 0.0084 -0.0058 0.0197
C 0.055 -4.927 -1.111 -0.0299 -0.0001 -0.0275
H 2.240 -2.962 0.577 -0.0110 0.0327 0.0047
H 2.692 -5.103 1.707 0.0047 -0.0175 -0.0098
H 1.470 -7.145 1.018 -0.0179 0.0014 0.0121
H -0.227 -7.022 -0.777 0.0053 -0.0012 -0.0060
H -0.693 -4.855 -1.889 0.0107 0.0107 -0.0006
```
Positions in Å, forces in eV/Å.



3.
Here is a molecular structure, C47H37Cl3GaN6O5S from the Open Molecules 2025 dataset. Energies are from the ωB97M-V functional and the def2-TZVPD basis.

## Properties
HOMO energy: -9.81 eV
LUMO: -3.76 eV
Energy relative to the best compared isomer or geometry (same formula, charge and spin): 0.00 kcal per mole
Charge: +1
Energy: -6221.478836 hartree
HOMO-LUMO gap: 6.05 eV

```
100
Properties=species:S:1:pos:R:3:forces:R:3
Ga -0.429 -0.339 -1.096 0.0425 -0.1305 0.0328
O 1.561 -4.197 -5.694 -0.0322 0.0409 -0.0269
C 0.524 -3.661 -6.129 0.0666 -0.1543 0.0126
O -0.138 -3.765 -7.156 -0.0222 0.0583 0.0194
C 0.040 -2.703 -5.053 0.0243 0.0604 -0.0147
C -0.887 -3.124 -4.090 -0.0147 -0.0182 0.0127
C -1.130 -2.325 -3.004 -0.0052 0.0060 -0.0161
N -0.511 -1.143 -2.869 -0.0317 0.0272 -0.0450
C 0.294 -0.665 -3.833 0.0068 -0.0099 -0.0047
C 0.592 -1.416 -4.939 -0.0099 0.0072 0.0158
C 0.779 0.703 -3.535 0.0076 -0.0058 0.0113
C 1.311 1.563 -4.480 -0.0174 -0.0053 0.0070
C 1.664 2.844 -4.087 0.0266 -0.0261 -0.0048
C 1.508 3.221 -2.762 0.0401 -0.0179 0.0251
C 0.975 2.307 -1.874 0.0058 -0.0035 -0.0211
N 0.598 1.087 -2.261 0.0299 0.0142 0.0072
C -2.051 -2.620 -1.880 0.0073 -0.0013 -0.0049
C -2.895 -3.714 -1.838 -0.0174 0.0087 0.0112
C -3.688 -3.896 -0.717 -0.0093 -0.0123 -0.0093
C -3.624 -2.981 0.325 -0.0147 0.0170 -0.0063
C -2.769 -1.904 0.204 -0.0314 0.0067 0.0209
N -2.004 -1.731 -0.876 -0.0223 0.0159 -0.0110
H -1.362 -4.089 -4.202 0.0009 -0.0025 -0.0017
H 1.274 -1.059 -5.699 0.0058 0.0005 0.0009
H 1.422 1.241 -5.506 0.0067 -0.0015 -0.0017
H 2.067 3.540 -4.811 -0.0018 0.0019 0.0009
H 1.795 4.204 -2.417 -0.0066 0.0004 -0.0041
H 0.830 2.547 -0.829 0.0086 0.0010 -0.0007
H -2.926 -4.413 -2.661 0.0016 -0.0004 -0.0010
H -4.351 -4.748 -0.655 0.0014 0.0017 0.0001
H -4.227 -3.098 1.213 -0.0219 0.0064 0.0574
H -2.684 -1.159 0.987 0.0134 -0.0038 0.0008
C 6.780 0.983 0.241 0.0125 0.0146 0.0051
C 5.732 0.369 -0.648 -0.0115 0.0269 -0.0057
C 5.121 1.143 -1.628 0.0190 -0.0119 0.0146
C 4.158 0.604 -2.466 -0.0209 0.0183 0.0025
C 3.790 -0.723 -2.333 0.0105 0.0336 -0.0093
C 4.395 -1.502 -1.355 -0.0338 0.0126 -0.0040
N 4.072 -2.879 -1.270 -0.0530 0.0170 0.1524
C 2.801 -3.423 -1.277 -0.0011 -0.0316 -0.0114
C 2.611 -4.621 -1.982 -0.0186 0.0199 -0.0151
C 1.426 -5.319 -1.920 0.0203 -0.0236 -0.0079
C 0.374 -4.842 -1.146 -0.0029 -0.0073 0.0106
C 0.526 -3.633 -0.496 0.0111 -0.0268 0.0266
C 1.708 -2.890 -0.565 0.0306 -0.0364 0.0164
C 1.782 -1.667 0.298 0.0803 -0.0437 -0.1666
O 2.677 -1.428 1.060 -0.0186 0.0047 -0.0289
O 0.707 -0.849 0.228 0.0212 0.0982 0.0774
C 5.361 -0.971 -0.498 -0.0282 -0.0104 0.0358
C 5.963 -1.839 0.569 0.0095 -0.0331 0.0311
H 7.016 1.996 -0.084 -0.0020 -0.0020 0.0001
H 7.703 0.402 0.232 -0.0005 0.0007 -0.0027
H 6.441 1.033 1.278 -0.0029 -0.0061 -0.0010
H 5.426 2.176 -1.752 -0.0029 -0.0052 -0.0010
H 3.740 1.206 -3.258 -0.0512 0.0509 -0.0488
H 3.089 -1.192 -3.016 -0.0028 0.0068 -0.0027
H 4.801 -3.513 -1.552 -0.0010 -0.0016 -0.0608
H 3.422 -4.991 -2.597 -0.0069 -0.0015 -0.0049
H 1.324 -6.239 -2.480 0.0004 -0.0014 -0.0016
H -0.540 -5.411 -1.045 -0.0015 0.0028 0.0009
H -0.264 -3.267 0.148 0.0041 -0.0025 0.0014
H 5.221 -2.548 0.932 0.0054 0.0009 -0.0009
H 6.315 -1.248 1.411 -0.0033 0.0013 -0.0014
H 6.818 -2.409 0.192 0.0001 0.0100 -0.0151
Cl -5.455 -2.873 4.009 0.0597 0.0105 -0.0834
C -4.672 -1.331 3.884 -0.0132 -0.0583 -0.0054
C -5.319 -0.283 3.253 0.0176 0.0003 0.0064
C -4.697 0.955 3.223 0.0034 0.0196 -0.0007
C -3.449 1.177 3.801 -0.0179 -0.0031 -0.0180
C -2.916 2.594 3.823 -0.0077 -0.0135 0.0146
C -1.585 2.804 3.090 -0.0125 -0.0278 -0.0160
N -1.665 2.315 1.716 -0.0281 -0.0456 0.0297
C -2.490 2.795 0.724 0.0778 0.0818 -0.0068
C -2.270 2.020 -0.367 -0.0730 -0.0657 0.0114
N -1.334 1.062 -0.037 0.0027 0.0775 0.0319
C -0.993 1.271 1.230 0.0013 0.0465 -0.0047
O -2.762 3.044 5.154 0.0077 0.0499 -0.0035
C -3.436 4.279 5.423 -0.0042 -0.0273 -0.0091
C -2.837 5.411 4.643 -0.0010 -0.0034 0.0062
C -3.360 5.973 3.516 -0.0181 -0.0546 -0.0187
Cl -4.871 5.604 2.772 0.0269 -0.0198 -0.0039
S -2.336 7.153 2.811 -0.0171 0.0529 0.0344
C -1.172 6.923 4.047 0.0248 -0.0315 -0.0090
C -1.561 5.978 4.941 -0.0002 0.0220 0.0008
C -2.816 0.084 4.393 0.0198 -0.0004 0.0329
Cl -1.257 0.238 5.141 0.0007 -0.0153 0.0014
C -3.415 -1.166 4.441 -0.0021 0.0300 0.0045
H -6.302 -0.425 2.826 -0.0016 0.0024 0.0003
H -5.214 1.790 2.765 -0.0004 -0.0023 -0.0029
H -3.669 3.203 3.314 -0.0099 0.0289 -0.0208
H -0.784 2.269 3.589 0.0032 0.0109 0.0069
H -1.341 3.866 3.075 -0.0281 0.0163 0.0045
H -3.136 3.643 0.881 0.0029 -0.0020 -0.0124
H -2.708 2.081 -1.349 -0.0149 -0.0093 0.0074
H -0.257 0.699 1.774 -0.0113 -0.0217 0.0013
H -3.314 4.443 6.492 0.0110 -0.0040 0.0024
H -4.503 4.177 5.210 0.0021 0.0056 -0.0088
H -0.271 7.514 4.056 0.0013 -0.0055 -0.0112
H -0.972 5.687 5.800 0.0000 0.0004 -0.0003
H -2.916 -1.988 4.934 -0.0004 0.0007 -0.0087
```
Positions in Å, forces in eV/Å.